(1)
C2H5FN2 as an isolated structure. Source: the OMol25 dataset; level of theory: wB97M-V/def2-TZVPD.

Output
- LUMO energy: 0.505 eV
- Charge: 0
- Frontier orbital gap: 9.86 eV
- Energy relative to the best compared isomer or geometry (same formula, charge and spin): 115.5 kcal per mole

Positions of all 10 atoms, in Å:
1 N -0.781 -1.682 0.121
2 H 1.769 -0.978 0.981
3 F 0.744 1.591 -0.362
4 H -1.678 -1.642 -0.655
5 C -0.485 0.904 -0.287
6 H -1.500 0.789 -1.368
7 C 0.067 -0.582 -0.047
8 N 1.502 -0.356 0.292
9 H -1.336 1.291 0.787
10 H 1.697 0.666 0.537

Forces on the atoms, in the same order (eV/Å):
2.05 3.70 -3.56
0.98 -1.82 1.48
-3.45 2.58 -1.48
3.05 0.67 3.04
-3.55 -2.20 0.23
3.65 0.99 2.88
-2.31 -0.43 1.70
-3.43 0.37 -0.66
3.27 -1.04 -3.41
-0.26 -2.82 -0.23

(2)
CH5BO2S as an isolated structure. Source: the OMol25 dataset; level of theory: wB97M-V/def2-TZVPD.

Output
- LUMO energy (alpha / beta): 0.724 / -3.084 eV
- <S²>: 2.006
- Charge: 0
- Spin multiplicity: 3
- Frontier orbital gap (alpha / beta): 5.05 / 6.83 eV
- Energy relative to the best compared isomer or geometry (same formula, charge and spin): 29.5 kcal per mole

Positions of all 10 atoms, in Å:
1 H -0.236 0.651 1.669
2 B -0.479 -0.110 -0.917
3 H 0.651 -0.556 2.571
4 S -0.682 1.639 -0.962
5 H -0.668 1.518 -2.208
6 C 0.674 0.006 1.590
7 O -0.745 -1.001 -1.918
8 O 0.353 -0.924 0.571
9 H 1.565 0.634 1.258
10 H -0.433 -1.858 -1.653

Forces on the atoms, in the same order (eV/Å):
0.39 0.19 -0.52
-2.85 -0.55 0.91
1.08 0.77 -1.04
0.52 0.34 2.26
0.05 0.60 -3.63
-0.78 -1.01 0.55
1.13 1.03 -0.22
1.58 0.25 0.99
-1.02 -0.80 0.66
-0.10 -0.81 0.02

(3)
C23H28Br33NO4S as an isolated structure. Source: the OMol25 dataset; level of theory: wB97M-V/def2-TZVPD.

Output
- LUMO energy: -0.460 eV
- Charge: 0
- Frontier orbital gap: 8.33 eV

Positions of all 90 atoms, in Å:
1 C -0.894 -0.641 3.145
2 H -0.037 -7.495 5.514
3 C -0.506 -3.142 -5.974
4 H 2.625 4.456 8.560
5 C -5.505 4.730 -0.111
6 H -0.644 -0.801 4.258
7 C 0.109 0.230 -0.077
8 Br 6.809 4.473 -1.747
9 Br -4.453 6.202 -0.811
10 Br 0.907 -1.832 -5.775
11 H -0.763 2.255 -0.331
12 C -0.471 0.875 2.780
13 H -5.318 1.317 -3.921
14 N -0.923 -2.848 -0.193
15 H 4.216 2.532 3.922
16 Br 4.295 3.960 6.786
17 H -2.516 1.409 1.950
18 C -4.953 2.075 -4.612
19 O -3.353 2.118 -1.023
20 Br -1.068 -9.681 4.931
21 C 0.111 -0.386 -1.591
22 C 7.334 9.791 0.755
23 C 3.626 0.315 -3.484
24 Br -4.700 -4.359 -3.056
25 C -1.312 -0.971 -2.042
26 H -3.818 -2.364 -2.222
27 C -1.458 -3.938 0.528
28 Br -1.386 -3.003 -7.697
29 Br -4.392 -7.540 -3.372
30 H 0.330 0.516 -2.291
31 H 0.649 0.978 2.527
32 Br -7.119 -6.096 -4.271
33 H -4.836 -4.534 -0.848
34 Br -1.773 -3.054 -4.508
35 C -3.182 -2.858 -1.405
36 Br 4.835 6.163 -3.635
37 H -5.194 3.833 -0.648
38 Br 3.755 -1.003 -2.066
39 H 4.099 -0.117 -4.364
40 Br 2.483 -3.334 3.033
41 S -2.672 0.795 -0.707
42 Br 3.575 1.745 1.652
43 H -3.120 -5.534 1.100
44 H 0.940 -1.158 -1.701
45 Br 2.931 2.021 8.954
46 Br -4.832 3.736 -3.619
47 C 2.349 -5.028 2.099
48 Br 5.992 0.831 3.559
49 Br 1.781 -8.445 4.109
50 Br 2.955 0.482 4.544
51 C 6.679 5.791 -3.164
52 C -1.087 1.267 0.170
53 C -0.060 -8.061 4.585
54 H -1.258 2.728 1.844
55 H 1.987 -5.763 2.816
56 C -1.416 1.592 1.705
57 H -0.742 -4.375 1.345
58 Br 4.082 -5.646 1.481
59 H 1.087 0.841 -0.015
60 H 0.120 -0.672 0.614
61 C -3.815 -4.102 -0.654
62 Br 1.781 0.692 -3.958
63 Br 1.048 -4.953 0.661
64 Br 1.105 3.562 6.807
65 H 7.152 5.360 -4.044
66 Br -6.241 2.192 -6.058
67 Br 4.602 1.934 -3.052
68 H -2.838 -0.438 3.604
69 Br 9.184 9.459 0.276
70 Br 7.653 7.411 -2.731
71 Br 6.351 8.141 1.023
72 Br -3.216 1.482 -5.240
73 H -0.037 -4.124 -5.934
74 O -2.293 -0.931 2.949
75 C 4.188 1.537 3.481
76 Br 6.456 10.953 -0.526
77 C -5.194 -5.926 -4.090
78 C -1.778 -2.268 -1.159
79 H -4.791 -5.789 -5.092
80 Br -5.146 4.419 1.769
81 Br -0.926 -6.943 3.258
82 O -2.370 0.027 -2.160
83 C -2.817 -4.654 0.431
84 H -1.159 -1.386 -3.127
85 H -0.300 -1.432 2.565
86 H -0.598 1.470 3.764
87 O -3.588 -0.043 0.137
88 Br -7.398 4.971 -0.455
89 C 2.725 3.617 7.873
90 H 7.341 10.316 1.709

Forces on the atoms, in the same order (eV/Å):
0.68 0.04 0.71
0.00 -0.14 -0.25
0.06 -0.21 -0.17
0.04 -0.21 -0.20
0.04 -0.20 -0.07
-0.14 0.19 -1.56
0.33 -0.57 -1.22
-0.04 0.27 -0.19
-0.22 -0.26 0.14
-0.51 -0.42 -0.14
-0.91 -1.65 0.46
-0.41 0.17 0.61
0.12 0.19 -0.16
-3.73 -1.07 -0.75
-0.04 -0.26 -0.08
-0.28 -0.11 0.15
1.57 0.03 -0.44
-0.02 -0.03 0.22
2.44 -3.35 0.01
0.22 0.32 -0.12
-1.25 1.70 0.70
-0.04 0.03 0.08
0.13 0.05 -0.11
-1.04 -1.56 -3.00
1.60 -2.40 -0.17
1.17 -0.36 1.58
-2.37 -0.47 0.34
0.14 0.02 0.34
-0.15 0.34 -0.05
-0.80 -1.99 1.63
-1.80 -0.37 0.22
0.33 -0.01 0.06
1.63 0.91 1.03
0.16 -0.65 -0.94
0.77 -0.89 1.64
0.34 -0.08 0.15
0.01 0.18 0.16
-0.01 0.27 -0.21
-0.14 0.09 0.23
-0.04 -0.22 -0.24
-5.16 2.30 1.44
0.12 -0.10 0.29
0.75 1.56 -1.08
-1.31 0.97 0.14
-0.03 0.29 -0.28
-0.01 -0.24 -0.33
0.11 -0.27 -0.15
-0.38 0.10 -0.04
-0.33 0.08 0.02
0.25 0.16 -0.20
0.05 0.05 -0.13
1.35 -0.04 -0.27
-0.05 0.00 0.15
-0.26 -1.77 -0.32
0.09 0.17 -0.18
0.16 0.74 0.37
-2.69 1.58 -1.62
-0.23 0.12 0.15
-1.47 -1.09 0.29
-0.09 1.49 -0.62
5.96 2.20 2.98
1.37 0.59 -0.70
2.89 -0.74 0.16
0.35 -0.02 0.17
-0.13 0.10 0.24
0.26 0.00 0.22
-0.23 -0.32 0.01
0.74 -0.44 -0.66
-0.34 0.04 0.04
-0.21 -0.31 -0.04
0.19 0.30 -0.09
-0.30 0.13 0.04
-0.16 0.24 0.01
0.51 0.61 0.50
0.03 0.08 0.07
0.18 -0.27 0.20
-0.18 0.21 -0.39
-2.51 -2.16 0.93
-0.11 -0.09 0.25
-0.07 0.10 -0.35
0.18 -0.21 0.21
0.99 0.45 2.17
-0.25 3.29 -3.12
-0.43 1.27 2.30
-1.00 1.22 0.62
0.13 -0.77 -1.55
3.11 1.18 -2.14
0.36 0.01 0.09
-0.07 0.02 0.07
0.01 -0.14 -0.26

(4)
C29H79F3N6O11Zr as an isolated structure. Source: the OMol25 dataset; level of theory: wB97M-V/def2-TZVPD.

Output
- LUMO energy: -9.077 eV
- Charge: +2
- Frontier orbital gap: 3.03 eV

Positions of all 129 atoms, in Å:
1 C -17.209 -34.018 4.858
2 H -20.077 -22.029 -1.104
3 C -21.586 -32.340 -0.165
4 H -25.606 -26.573 -2.076
5 O -14.866 -31.013 -1.309
6 C -23.374 -30.820 2.793
7 H -18.827 -31.630 -0.957
8 C -21.044 -28.337 -2.364
9 H -20.413 -30.142 -8.028
10 N -16.103 -28.117 -6.793
11 H -17.446 -34.763 5.622
12 H -24.222 -36.013 -1.195
13 H -27.218 -27.828 -2.891
14 H -19.340 -35.124 4.409
15 H -21.262 -34.585 2.256
16 C -19.982 -22.563 -2.057
17 H -30.501 -26.950 -0.168
18 F -21.752 -28.295 -3.497
19 F -20.540 -27.131 -2.113
20 H -23.329 -23.326 -2.377
21 H -22.000 -32.564 5.373
22 H -22.426 -33.717 2.903
23 H -16.929 -30.533 -4.584
24 H -27.509 -29.247 -0.207
25 C -25.530 -36.259 1.929
26 H -16.504 -33.289 5.243
27 H -18.517 -28.367 -6.992
28 H -25.268 -28.592 1.373
29 C -19.336 -34.208 3.805
30 H -23.279 -30.971 3.874
31 H -22.475 -22.090 -3.202
32 H -20.789 -33.055 -0.361
33 H -19.113 -34.491 2.767
34 H -26.696 -26.567 -0.944
35 H -24.467 -30.889 2.709
36 H -22.612 -31.373 -1.787
37 H -24.746 -35.878 2.585
38 H -17.854 -29.340 -1.586
39 H -25.723 -37.318 2.110
40 H -16.241 -28.913 -4.268
41 H -24.092 -37.456 -0.056
42 H -21.966 -35.350 -1.280
43 H -16.655 -31.623 -2.137
44 H -25.095 -29.024 -2.979
45 H -21.450 -32.044 0.873
46 H -28.663 -29.186 -1.600
47 H -21.515 -34.273 5.618
48 N -26.522 -36.419 -0.317
49 H -16.649 -27.280 -6.630
50 C -25.839 -29.451 -2.297
51 H -20.591 -29.408 2.326
52 O -28.524 -27.465 -0.620
53 C -16.170 -31.535 -1.157
54 H -20.624 -32.526 3.376
55 H -15.994 -32.497 -0.645
56 N -21.278 -24.516 -1.126
57 C -21.145 -23.538 -2.214
58 H -26.421 -35.767 2.345
59 H -25.570 -34.790 0.414
60 H -25.268 -29.783 -1.430
61 H -22.518 -32.903 -0.258
62 C -16.956 -29.475 -4.866
63 C -13.945 -31.951 -1.859
64 H -24.884 -27.960 -0.023
65 H -16.301 -29.304 -1.382
66 O -18.338 -33.361 4.324
67 H -17.742 -21.744 -1.003
68 H -16.814 -23.193 -1.443
69 H -30.268 -28.592 -0.299
70 H -17.340 -22.191 -2.659
71 N -17.163 -29.342 -0.835
72 H -14.402 -32.625 -2.581
73 H -20.938 -24.153 -0.243
74 H -18.099 -29.668 -8.119
75 O -24.639 -27.979 0.965
76 C -16.791 -29.340 -6.397
77 C -25.379 -35.870 0.470
78 H -20.945 -35.466 0.148
79 C -17.687 -22.586 -1.692
80 H -20.902 -31.460 -1.985
81 C -24.084 -36.369 -0.163
82 C -21.829 -35.890 -0.323
83 H -22.959 -29.041 -1.598
84 H -21.091 -30.681 -6.517
85 Zr -22.587 -27.565 1.855
86 C -26.758 -28.268 -2.004
87 C -17.025 -30.703 -0.221
88 N -21.655 -34.326 3.159
89 O -22.966 -29.539 2.380
90 H -20.676 -28.916 -6.758
91 H -19.630 -28.196 2.140
92 C -29.737 -27.697 0.058
93 C -21.958 -28.836 -1.200
94 H -15.277 -28.119 -6.208
95 H -21.628 -36.881 -0.748
96 H -16.725 -34.548 4.027
97 F -20.035 -29.177 -2.560
98 C -20.661 -33.501 3.896
99 H -16.257 -30.236 -6.724
100 C -21.673 -31.243 -1.241
101 C -22.433 -22.709 -2.302
102 O -21.429 -29.984 -0.628
103 H -18.960 -30.578 0.610
104 H -22.876 -31.603 2.232
105 C -18.167 -29.414 -7.057
106 O -18.818 -23.386 -1.952
107 H -26.737 -35.709 -1.003
108 O -22.107 -27.969 -0.128
109 H -17.985 -29.222 -4.587
110 O -20.564 -28.465 2.075
111 H -18.315 -32.215 0.567
112 H -22.548 -22.041 -1.445
113 H -13.536 -32.528 -1.019
114 C -20.402 -29.957 -6.947
115 H -19.986 -21.879 -2.909
116 H -26.419 -30.205 -2.824
117 O -22.976 -35.767 0.473
118 N -25.971 -27.175 -1.338
119 C -27.882 -28.652 -1.053
120 H -13.109 -31.355 -2.216
121 H -16.557 -30.498 0.742
122 H -21.034 -24.064 -3.163
123 C -21.182 -33.280 5.318
124 H -29.600 -27.785 1.139
125 C -18.413 -31.286 -0.009
126 H -27.333 -36.627 0.245
127 H -20.687 -25.291 -1.393
128 O -19.120 -30.238 -6.420
129 H -20.347 -32.918 5.918

Forces on the atoms, in the same order (eV/Å):
0.30 -0.61 -0.97
-0.20 0.34 -0.18
-0.58 -0.64 -0.59
0.48 -0.27 0.08
-0.49 0.83 -0.38
-1.36 -0.28 0.76
-0.52 0.69 -0.03
0.01 0.22 0.08
-0.01 0.20 -0.03
0.25 -0.99 -0.27
-0.23 0.17 0.12
0.78 -0.55 -0.22
0.07 -0.43 -0.24
-0.35 -0.11 -0.15
-0.05 -0.23 0.08
0.03 -1.70 0.48
0.62 0.59 0.13
-0.09 0.18 0.12
0.07 -0.04 -0.16
0.15 -0.22 0.23
-0.11 -0.06 -0.08
-0.29 -0.28 0.17
0.36 0.04 0.03
-0.05 -0.06 0.04
-0.79 0.60 0.82
-0.17 0.17 0.08
-0.29 -0.09 -0.22
0.13 0.08 0.14
0.66 -0.05 0.75
0.77 0.21 -0.10
0.31 0.09 0.08
0.07 0.13 -0.14
0.01 0.03 -0.04
0.21 -0.15 0.37
0.12 -0.14 -0.64
-0.29 0.84 0.28
0.40 -0.36 -0.31
-0.23 -0.31 0.26
0.47 -0.12 -0.26
0.12 0.03 -0.15
0.27 -0.01 -0.38
-0.05 0.42 0.27
-0.13 -0.27 0.07
0.06 -0.48 -0.21
-0.04 0.51 -0.15
0.40 -0.68 0.01
-0.09 0.18 0.53
1.09 -0.05 -0.14
-0.05 -0.06 0.24
-0.10 1.48 -1.07
-0.17 0.13 -0.19
0.24 0.19 0.07
0.86 -1.25 1.37
0.67 0.09 0.15
-0.64 -0.34 -0.51
0.09 -0.55 -0.18
-1.28 1.33 0.08
-0.08 -0.02 -0.26
1.17 0.20 0.06
-0.46 -0.35 0.20
0.09 -0.21 0.48
-0.95 -0.72 0.01
0.24 0.36 1.28
-0.44 1.14 -0.15
0.09 0.87 0.29
-0.21 0.75 0.33
-0.70 -0.22 0.29
-0.45 -0.38 0.54
0.55 -0.25 0.06
-0.25 0.48 0.10
0.44 -0.27 -0.37
0.11 0.20 -0.28
0.27 0.27 -0.21
0.12 -0.02 0.00
0.62 0.38 0.51
-0.67 -0.86 0.89
-1.51 -0.47 0.75
-0.08 -0.22 0.36
1.79 -0.12 -1.76
0.05 0.35 -0.03
-1.42 1.06 0.27
0.04 0.30 -1.72
0.04 0.09 -0.32
-0.12 0.25 0.25
-0.56 -8.40 -5.85
0.18 0.34 1.19
-0.50 1.52 -1.05
0.29 0.38 -0.16
1.33 5.10 -0.09
-0.21 -0.04 0.09
-0.13 0.17 -0.31
-1.18 -0.50 -0.01
-0.41 -1.60 0.73
0.18 0.64 -0.27
-0.01 -0.37 0.92
0.25 -0.10 0.21
0.08 0.00 0.03
-1.50 0.25 -0.77
0.52 0.40 -0.19
1.03 -1.25 0.15
-0.32 0.12 -0.42
-0.38 0.11 0.03
-0.60 0.01 -0.50
0.02 0.07 -0.09
-0.04 1.33 -0.18
-0.20 0.91 0.56
-0.52 -0.31 -0.17
-0.74 2.90 3.83
0.18 0.53 0.12
0.44 0.26 1.00
-0.04 0.12 0.17
0.03 -0.07 0.06
-0.13 -0.31 -0.20
0.33 -0.64 -0.31
0.37 0.10 0.05
0.36 -0.43 0.22
0.32 -0.18 -0.10
-0.27 -0.17 -0.19
-0.71 0.53 -0.41
-0.11 -0.17 -0.55
0.30 -0.50 -0.04
0.15 -0.25 0.16
0.88 -0.49 -0.60
0.06 0.06 -0.04
1.38 -1.15 0.55
-0.02 0.14 0.07
0.11 0.06 0.48
0.27 -0.01 0.09
-0.16 -0.06 0.28

no.,strongest force on any atom (hartree/bohr)
1,0.107
2,0.072
3,0.136
4,0.199